# 1
Formula: C33H45FN3O3Se4Te2W
Source: the OMol25 dataset
Level of theory: ωB97M-V with the def2-TZVPD basis set

Element x y z (Å)
W (-0.238, 0.370, 0.120)
C (3.867, -0.772, -1.061)
C (3.293, -2.175, -0.898)
C (3.218, -2.599, 0.575)
C (1.994, -2.549, -1.618)
C (1.970, -3.881, -2.034)
C (0.897, -4.435, -2.701)
C (-0.199, -3.646, -2.981)
C (-0.244, -2.314, -2.585)
C (-1.478, -1.515, -2.943)
C (-1.451, -1.096, -4.416)
C (-2.765, -2.283, -2.621)
C (0.843, -1.774, -1.872)
N (0.777, -0.378, -1.472)
C (1.397, 0.468, -2.399)
C (1.841, 0.127, -3.676)
C (2.441, 1.096, -4.468)
C (2.615, 2.400, -4.017)
C (2.173, 2.767, -2.752)
C (1.579, 1.780, -2.016)
F (1.121, 2.030, -0.707)
H (4.839, -0.742, -0.566)
H (3.252, -0.005, -0.604)
H (4.025, -0.522, -2.110)
H (4.034, -2.835, -1.359)
H (2.483, -2.013, 1.127)
H (4.184, -2.454, 1.061)
H (2.948, -3.654, 0.662)
H (2.846, -4.491, -1.842)
H (0.925, -5.468, -3.021)
H (-1.042, -4.067, -3.511)
H (-1.457, -0.602, -2.351)
H (-1.377, -1.971, -5.065)
H (-0.611, -0.433, -4.632)
H (-2.371, -0.568, -4.673)
H (-2.949, -3.069, -3.355)
H (-3.632, -1.619, -2.651)
H (-2.724, -2.758, -1.639)
H (1.726, -0.886, -4.038)
H (2.782, 0.827, -5.457)
H (3.091, 3.134, -4.651)
H (2.280, 3.766, -2.356)
Se (1.772, 0.487, 1.725)
Te (2.765, 2.780, 1.851)
Te (0.348, 4.125, 1.656)
Se (-1.084, 2.126, 1.817)
O (-4.257, 3.949, -1.326)
C (-4.192, 2.973, -0.301)
C (-4.261, 1.594, -0.954)
C (-5.647, 1.440, -1.590)
O (-5.704, 0.175, -2.236)
C (-4.129, 0.509, 0.112)
Se (-2.489, -0.501, 0.489)
C (-3.219, 1.442, -2.056)
Se (-1.410, 1.917, -1.538)
H (-4.084, 4.817, -0.950)
H (-5.036, 3.077, 0.393)
H (-3.264, 3.059, 0.270)
H (-5.800, 2.256, -2.300)
H (-6.411, 1.511, -0.808)
H (-6.558, 0.081, -2.668)
H (-4.791, -0.323, -0.139)
H (-4.432, 0.879, 1.095)
H (-3.424, 2.167, -2.845)
H (-3.256, 0.449, -2.493)
C (-0.159, -7.772, -1.016)
C (-0.384, -7.581, 0.475)
N (0.096, -6.297, 0.995)
C (1.382, -6.269, 1.685)
C (2.524, -6.804, 0.834)
C (-0.681, -5.218, 0.784)
O (-1.667, -5.220, 0.065)
C (-0.360, -3.937, 1.513)
C (-0.261, -3.840, 2.890)
C (-0.214, -2.580, 3.466)
C (-0.208, -1.468, 2.656)
N (-0.217, -1.557, 1.300)
C (-0.360, -2.778, 0.761)
H (-0.558, -8.737, -1.330)
H (0.900, -7.744, -1.272)
H (-0.679, -6.992, -1.568)
H (0.118, -8.361, 1.051)
H (-1.451, -7.644, 0.693)
H (1.307, -6.848, 2.611)
H (1.602, -5.238, 1.962)
H (2.399, -7.862, 0.605)
H (3.463, -6.692, 1.375)
H (2.601, -6.258, -0.108)
H (-0.270, -4.729, 3.508)
H (-0.205, -2.449, 4.538)
H (-0.221, -0.472, 3.073)
H (-0.519, -2.847, -0.301)

Computed properties:
HOMO-LUMO gap ... 4.94 eV
LUMO level ... -4.626 eV
Charge ... +1

---

# 2
Formula: C33H45GeNO5OsSi4Te
Source: the OMol25 dataset
Level of theory: ωB97M-V with the def2-TZVPD basis set

Element x y z (Å)
Os (1.610, 1.373, -0.270)
O (4.126, 6.715, 0.664)
C (3.589, 5.541, 0.329)
C (2.416, 5.430, -0.427)
C (1.941, 4.179, -0.702)
N (2.597, 3.091, -0.266)
C (3.713, 3.176, 0.479)
C (4.248, 4.392, 0.791)
C (4.177, 1.822, 0.953)
O (5.168, 1.674, 1.601)
O (3.338, 0.830, 0.581)
C (0.662, 3.829, -1.419)
O (-0.024, 4.649, -1.947)
O (0.417, 2.500, -1.402)
H (3.602, 7.450, 0.322)
H (1.864, 6.292, -0.783)
H (5.145, 4.462, 1.393)
C (1.768, 0.881, 3.335)
Ge (0.421, 1.308, 1.974)
C (-1.202, 0.398, 2.582)
C (-1.567, 0.598, 3.917)
C (-2.714, 0.011, 4.435)
C (-3.519, -0.780, 3.624)
C (-3.172, -0.978, 2.295)
C (-2.018, -0.393, 1.781)
C (0.097, 3.248, 2.134)
C (0.986, 3.991, 2.872)
C (0.858, 5.399, 2.988)
C (-0.149, 6.046, 2.336)
C (-1.080, 5.326, 1.541)
C (-2.114, 5.993, 0.835)
C (-2.992, 5.296, 0.061)
C (-2.894, 3.889, -0.029)
C (-1.920, 3.221, 0.650)
C (-0.966, 3.915, 1.442)
H (1.374, 1.119, 4.326)
H (2.703, 1.422, 3.191)
H (1.994, -0.185, 3.293)
H (-0.960, 1.228, 4.560)
H (-2.983, 0.177, 5.472)
H (-4.418, -1.233, 4.025)
H (-3.807, -1.584, 1.658)
H (-1.752, -0.553, 0.740)
H (1.809, 3.504, 3.386)
H (1.559, 5.953, 3.603)
H (-0.259, 7.122, 2.423)
H (-2.193, 7.070, 0.923)
H (-3.768, 5.818, -0.486)
H (-3.597, 3.342, -0.646)
H (-1.860, 2.143, 0.576)
C (0.970, -3.036, -4.759)
Si (1.298, -4.076, -3.267)
C (0.659, -5.801, -3.387)
C (3.063, -3.969, -2.742)
Si (-0.194, -2.857, -1.435)
Te (1.217, -0.848, -1.379)
Si (-2.226, -2.481, -2.636)
C (-1.918, -1.251, -3.991)
C (-2.721, -4.173, -3.244)
C (-3.523, -1.832, -1.483)
Si (0.224, -4.229, 0.494)
C (-0.723, -5.796, 0.179)
C (2.054, -4.476, 0.665)
C (-0.430, -3.357, 1.986)
H (1.815, -3.154, -5.449)
H (0.895, -1.979, -4.500)
H (0.059, -3.342, -5.277)
H (0.990, -6.216, -4.347)
H (-0.431, -5.854, -3.356)
H (1.065, -6.427, -2.590)
H (3.686, -4.153, -3.626)
H (3.322, -4.705, -1.986)
H (3.304, -2.975, -2.361)
H (-1.474, -1.706, -4.875)
H (-1.254, -0.448, -3.650)
H (-2.867, -0.794, -4.285)
H (-2.209, -4.441, -4.174)
H (-3.799, -4.191, -3.441)
H (-2.510, -4.944, -2.496)
H (-3.184, -0.981, -0.890)
H (-3.880, -2.612, -0.803)
H (-4.371, -1.499, -2.091)
H (-0.353, -6.350, -0.686)
H (-1.786, -5.581, 0.020)
H (-0.646, -6.449, 1.056)
H (2.412, -5.331, 0.090)
H (2.287, -4.659, 1.719)
H (2.609, -3.586, 0.354)
H (-1.517, -3.240, 1.958)
H (0.008, -2.361, 2.105)
H (-0.169, -3.956, 2.866)

Computed properties:
Multiplicity ... 6
HOMO-LUMO gap (alpha / beta) ... 5.99 / 3.92 eV
LUMO level (alpha / beta) ... -2.621 / -6.247 eV
ΔE to the lowest compared entry with this formula, charge and spin ... 34.59 kJ/mol
Charge ... +1

---

# 3
Formula: C33H45I2N3OSr
Source: the OMol25 dataset
Level of theory: ωB97M-V with the def2-TZVPD basis set

Element x y z (Å)
Sr (0.064, -0.457, 0.172)
I (-0.719, 0.417, -5.774)
C (0.731, -1.047, -5.291)
I (0.078, -2.461, -3.850)
H (1.603, -0.545, -4.896)
H (0.976, -1.585, -6.197)
O (-3.725, 0.429, -0.939)
C (-3.590, -0.572, -1.938)
C (-3.120, -1.806, -1.218)
C (-3.983, -2.802, -0.780)
C (-3.476, -3.883, -0.079)
C (-2.115, -3.928, 0.203)
C (-1.347, -2.869, -0.240)
N (-1.812, -1.859, -0.967)
H (-3.820, 1.298, -1.345)
H (-2.826, -0.298, -2.673)
H (-4.534, -0.758, -2.460)
H (-5.041, -2.709, -0.981)
H (-4.130, -4.673, 0.266)
H (-1.675, -4.725, 0.785)
H (-0.290, -2.857, 0.003)
C (-0.511, -2.468, 6.406)
C (-1.083, -2.434, 4.984)
C (-2.490, -3.035, 4.970)
C (-0.129, -3.123, 4.014)
C (0.194, -4.455, 4.261)
C (1.209, -5.114, 3.582)
C (1.979, -4.384, 2.687)
C (1.679, -3.064, 2.389)
C (2.634, -2.266, 1.512)
C (4.041, -2.240, 2.116)
C (2.715, -2.752, 0.059)
C (0.535, -2.439, 2.959)
N (0.184, -1.186, 2.488)
C (-1.145, -0.833, 2.482)
C (-1.585, 0.382, 2.040)
N (-0.772, 1.387, 1.543)
C (-1.436, 2.565, 1.228)
C (-1.123, 3.231, 0.010)
C (-1.903, 4.285, -0.436)
C (-2.968, 4.760, 0.314)
C (-3.174, 4.216, 1.571)
C (-2.414, 3.160, 2.071)
C (-2.589, 2.880, 3.569)
C (-3.723, 1.929, 3.976)
C (-1.288, 2.541, 4.300)
C (0.099, 2.835, -0.798)
C (1.216, 3.867, -0.622)
C (-0.199, 2.586, -2.276)
H (-1.143, -1.890, 7.084)
H (0.493, -2.042, 6.429)
H (-0.451, -3.488, 6.791)
H (-1.155, -1.384, 4.708)
H (-2.467, -4.078, 5.294)
H (-2.930, -3.011, 3.972)
H (-3.151, -2.490, 5.647)
H (-0.346, -4.984, 5.039)
H (1.438, -6.150, 3.794)
H (2.841, -4.851, 2.222)
H (2.285, -1.227, 1.537)
H (4.482, -3.239, 2.119)
H (4.008, -1.885, 3.145)
H (4.701, -1.585, 1.541)
H (3.195, -3.732, 0.012)
H (3.311, -2.071, -0.557)
H (1.737, -2.881, -0.413)
H (-1.916, -1.537, 2.784)
H (-2.663, 0.497, 1.949)
H (-1.666, 4.764, -1.381)
H (-3.577, 5.580, -0.044)
H (-3.934, 4.648, 2.215)
H (-2.897, 3.855, 3.959)
H (-3.440, 0.882, 3.889)
H (-4.617, 2.099, 3.372)
H (-3.986, 2.109, 5.022)
H (-0.949, 1.527, 4.096)
H (-1.446, 2.638, 5.378)
H (-0.489, 3.225, 4.011)
H (0.481, 1.909, -0.368)
H (0.910, 4.825, -1.047)
H (2.135, 3.550, -1.123)
H (1.427, 4.020, 0.436)
H (-0.487, 3.508, -2.784)
H (-1.018, 1.874, -2.403)
H (0.683, 2.198, -2.797)

Computed properties:
HOMO-LUMO gap ... 4.49 eV
LUMO level ... -0.769 eV
Charge ... 0

---

| no. | electronic energy (eV) |
| --- | --- |
| 1 | -326074.8563 |
| 2 | -144461.1743 |
| 3 | -58506.1334 |